Entry from OMol25: C27H39FN8O7PtSi as an isolated structure (the ωB97M-V functional and the def2-TZVPD basis).

Output
- Relative energy (zero: lowest compared OMol25 entry of this formula, charge and spin): 1.895 eV
- Charge: +2
- Orbital gap (spin up / spin down): 6.0 / 6.0 eV

Element x y z (Å)
1 Pt -0.136 2.313 0.440
2 C -3.449 -3.715 -2.601
3 C -3.642 -3.487 -1.112
4 N -2.686 -2.501 -0.570
5 C -3.054 -1.224 -0.515
6 C -2.261 -0.198 -0.058
7 C -2.872 1.161 -0.059
8 O -4.010 1.325 -0.428
9 O -2.146 2.134 0.431
10 C -0.975 -0.487 0.411
11 O -0.112 0.338 0.879
12 C -0.550 -1.869 0.326
13 C 0.752 -2.221 0.708
14 C 1.173 -3.510 0.594
15 F 2.411 -3.815 1.014
16 C 0.352 -4.527 0.063
17 C -0.931 -4.172 -0.319
18 C -1.403 -2.860 -0.179
19 N 0.791 -5.850 -0.124
20 C 2.212 -6.198 -0.084
21 C 2.375 -7.635 -0.596
22 N 1.244 -7.938 -1.536
23 C -0.069 -8.015 -0.791
24 C -0.044 -6.958 0.318
25 H -4.191 -4.424 -2.965
26 H -2.456 -4.104 -2.828
27 H -3.576 -2.782 -3.150
28 H -3.541 -4.406 -0.537
29 H -4.638 -3.103 -0.904
30 H -4.055 -0.982 -0.851
31 H 1.419 -1.468 1.104
32 H -1.557 -4.920 -0.781
33 H 2.647 -6.148 0.917
34 H 2.762 -5.509 -0.722
35 H 2.316 -8.374 0.200
36 H 3.316 -7.767 -1.125
37 H 1.414 -8.805 -2.046
38 H 1.184 -7.184 -2.223
39 H -0.169 -9.025 -0.399
40 H -0.856 -7.833 -1.520
41 H 0.343 -7.386 1.249
42 H -1.057 -6.625 0.525
43 C -1.735 1.568 3.612
44 C -0.547 2.473 3.564
45 C 0.031 3.018 4.697
46 C 1.136 3.863 4.591
47 C 1.692 4.168 3.358
48 C 1.096 3.583 2.248
49 N 0.003 2.793 2.383
50 N 1.378 3.606 0.916
51 Si 2.494 4.708 0.027
52 C 2.731 4.071 -1.693
53 C 1.695 6.386 0.129
54 C 4.120 4.707 0.948
55 H -2.126 1.508 4.623
56 H -1.448 0.566 3.285
57 H -2.515 1.932 2.944
58 H -0.396 2.786 5.661
59 H 1.569 4.287 5.487
60 H 2.553 4.807 3.258
61 H 1.778 3.892 -2.194
62 H 3.315 3.153 -1.699
63 H 3.281 4.824 -2.264
64 H 0.756 6.424 -0.422
65 H 2.375 7.135 -0.285
66 H 1.488 6.667 1.164
67 H 4.410 3.703 1.262
68 H 4.126 5.366 1.816
69 H 4.900 5.073 0.274
70 O 1.271 0.399 -2.693
71 N 1.197 1.023 -1.677
72 O -0.021 1.538 -1.412
73 O 2.083 1.238 -0.864
74 C -0.350 5.967 -3.128
75 N -1.465 5.847 -2.202
76 C -1.486 4.912 -1.239
77 N -2.575 4.846 -0.435
78 O -0.498 4.155 -1.095
79 H -0.604 6.715 -3.874
80 H -0.161 5.018 -3.629
81 H 0.561 6.280 -2.619
82 H -2.268 6.437 -2.330
83 H -3.410 5.342 -0.696
84 H -2.709 3.967 0.045

Atomic charges from the Mulliken analysis, expressed in e, are listed below: 2.305 -1.015 -1.057 0.146 0.081 -0.297 0.160 -0.697 -0.983 1.434 -1.343 1.087 -0.228 0.104 -0.342 -1.585 -0.359 -0.333 0.237 -0.706 -0.783 -0.146 -0.738 -0.711 0.391 0.321 0.357 0.476 0.490 0.652 0.600 0.726 0.405 0.526 0.366 0.400 0.348 0.379 0.379 0.425 0.330 0.493 -1.019 0.775 -0.892 -0.598 -0.809 0.738 0.168 0.440 0.032 -0.748 -0.867 -1.379 0.468 0.072 0.194 0.469 0.453 0.321 0.070 0.314 0.472 0.131 0.390 0.375 0.406 0.379 0.372 -0.703 1.135 -0.751 -0.514 -0.715 -0.238 0.389 -0.407 -0.693 0.401 0.244 0.176 0.198 0.242 0.215


Entry from OMol25: C27H39MnN2O5 as an isolated structure (the ωB97M-V functional and the def2-TZVPD basis).

Output
- Relative energy (zero: lowest compared OMol25 entry of this formula, charge and spin): 0.000 eV
- Charge: -1
- Multiplicity: 6
- Orbital gap (spin up / spin down): 4.5 / 6.2 eV

Element x y z (Å)
1 O -0.460 -0.255 -6.117
2 C -0.614 1.070 -6.768
3 C -0.771 0.479 -8.171
4 H 0.314 1.654 -6.600
5 H -1.508 1.624 -6.410
6 C -0.609 -0.876 -7.424
7 H 0.081 0.678 -8.833
8 H -1.779 0.586 -8.597
9 C 0.638 -1.591 -7.880
10 H 1.501 -0.904 -7.867
11 H 0.465 -1.911 -8.914
12 H 0.848 -2.471 -7.255
13 C -1.836 -1.747 -7.580
14 H -2.757 -1.197 -7.329
15 H -1.759 -2.656 -6.971
16 H -1.895 -2.035 -8.639
17 Mn -0.849 -0.940 2.082
18 C -2.859 -0.816 2.651
19 C -2.594 0.600 2.709
20 C -2.540 1.108 1.375
21 H -2.628 1.221 3.601
22 C -2.707 0.028 0.476
23 C -2.825 -1.186 1.242
24 H -3.132 -2.157 0.857
25 H -3.219 -1.454 3.463
26 H -2.460 2.165 1.100
27 H -2.865 0.126 -0.598
28 C 0.428 -2.466 2.907
29 C -0.640 -3.004 2.104
30 C -0.411 -2.558 0.743
31 H -1.406 -3.678 2.471
32 C 0.740 -1.723 0.734
33 C 1.266 -1.671 2.058
34 H 2.212 -1.220 2.333
35 H 0.629 -2.718 3.944
36 H -0.921 -2.908 -0.153
37 H 1.225 -1.287 -0.135
38 O 0.024 0.092 -1.588
39 C -0.777 -0.615 -2.563
40 C -1.274 0.404 -3.575
41 H -1.629 -1.137 -2.100
42 H -0.144 -1.379 -3.060
43 C -0.385 1.634 -3.325
44 H -2.338 0.643 -3.482
45 H -1.136 -0.052 -4.550
46 C -0.121 1.520 -1.833
47 H -0.799 2.579 -3.678
48 H 0.568 1.482 -3.845
49 H -0.975 1.956 -1.275
50 H 0.812 1.995 -1.501
51 C 3.823 2.436 4.262
52 C 2.513 2.681 4.980
53 C 1.586 1.426 5.143
54 C 2.293 0.251 5.876
55 C 3.191 -0.646 5.048
56 C 0.385 1.817 6.024
57 O 0.272 2.833 6.684
58 N -0.567 0.805 6.049
59 C -0.749 -0.171 5.058
60 O -1.471 -1.141 5.252
61 N -0.109 0.107 3.858
62 C 0.932 0.990 3.810
63 O 1.340 1.398 2.717
64 H 4.509 1.836 4.868
65 H 4.312 3.394 4.059
66 H 3.630 1.945 3.305
67 H 2.714 3.084 5.984
68 H 1.948 3.461 4.448
69 H 2.831 0.695 6.729
70 H 1.520 -0.401 6.321
71 H 3.918 -0.069 4.452
72 H 3.739 -1.326 5.704
73 H 2.583 -1.264 4.372
74 H -1.273 0.830 6.761

Atomic charges from the Mulliken analysis, expressed in e, are listed below: -0.487 -0.435 -0.767 0.288 0.245 1.483 0.308 0.296 -1.641 0.371 0.404 0.370 -1.772 0.359 0.385 0.430 0.620 -0.597 -0.439 -1.004 0.530 0.262 -1.363 0.596 0.406 0.366 0.655 -0.042 -1.100 -0.703 0.448 -0.618 -0.255 0.345 0.378 0.477 0.645 -0.325 -0.580 0.259 0.187 0.368 -0.633 0.318 -0.136 -0.418 0.414 0.237 0.064 0.381 -1.495 -0.760 2.002 -1.004 -0.830 -0.283 -0.685 0.051 -0.351 -0.686 1.195 -0.737 -0.724 0.291 0.463 0.288 0.429 0.422 0.431 0.452 0.220 0.465 -0.032 0.298


Entry from OMol25: C27H40BBr45ClIN2O4P as an isolated structure (the ωB97M-V functional and the def2-TZVPD basis).

Output
- Charge: -1
- Orbital gap: 5.3 eV

Element x y z (Å)
1 C -4.089 5.834 -4.366
2 C -3.115 5.101 -5.426
3 O -2.232 4.133 -4.813
4 C -2.879 2.899 -4.587
5 O -4.011 2.577 -5.023
6 C -2.070 1.824 -3.696
7 C -2.568 1.834 -2.158
8 C -2.504 0.286 -1.662
9 P -2.220 0.086 0.234
10 Cl -0.084 0.333 -0.211
11 C -1.975 -1.797 -0.084
12 C -2.188 -2.749 1.167
13 N -1.262 -3.439 1.799
14 C -4.106 -0.104 0.614
15 C -4.782 1.164 1.351
16 O -5.275 0.972 2.498
17 I -4.955 3.202 0.599
18 B -1.736 -0.018 2.115
19 O -2.657 -0.294 3.205
20 N -0.293 0.247 2.546
21 C -0.419 1.398 3.497
22 C 0.312 -0.943 3.203
23 H -3.785 5.646 -3.279
24 H -4.025 6.966 -4.561
25 H -5.191 5.558 -4.530
26 H -3.712 4.695 -6.319
27 H -2.432 5.925 -5.858
28 H -2.181 0.771 -4.136
29 H -0.958 2.087 -3.791
30 H -3.671 2.112 -2.163
31 H -1.903 2.524 -1.546
32 H -1.552 -0.125 -2.175
33 H -3.369 -0.337 -2.076
34 H -2.311 1.527 0.386
35 H -0.952 -2.057 -0.545
36 H -2.756 -2.106 -0.876
37 H -3.274 -2.885 1.537
38 H -1.717 -3.961 2.569
39 H -4.748 -0.277 -0.329
40 H -4.334 -0.997 1.301
41 H -2.513 -1.206 3.550
42 H -1.191 2.179 3.137
43 H -0.803 1.026 4.519
44 H 0.569 1.955 3.626
45 H -0.342 -1.449 3.991
46 H 0.686 -1.648 2.382
47 H 1.260 -0.569 3.748
48 C 3.461 -0.097 -2.638
49 Br 1.694 -0.371 -3.388
50 Br 3.446 -0.190 -0.703
51 Br 4.767 -1.310 -3.406
52 H 3.767 0.913 -2.906
53 C -0.098 5.817 3.347
54 Br -1.856 5.413 2.632
55 Br -0.058 5.678 5.282
56 Br 1.288 4.748 2.516
57 H 0.114 6.855 3.098
58 C -7.104 4.807 -7.949
59 Br -6.331 6.306 -8.908
60 Br -7.781 3.447 -9.157
61 Br -5.864 4.070 -6.654
62 H -7.958 5.192 -7.393
63 C -7.232 6.726 -0.687
64 Br -7.438 7.304 -2.526
65 Br -8.053 4.998 -0.379
66 Br -5.376 6.753 -0.119
67 H -7.765 7.446 -0.069
68 C 6.580 -4.834 -4.299
69 Br 7.318 -3.316 -5.257
70 Br 5.842 -6.159 -5.508
71 Br 7.870 -5.611 -3.078
72 H 5.755 -4.459 -3.695
73 C -3.005 8.599 -9.545
74 Br -2.231 6.916 -10.118
75 Br -4.351 9.236 -10.788
76 Br -3.690 8.495 -7.735
77 H -2.203 9.334 -9.540
78 C 3.176 -4.238 0.656
79 Br 3.921 -5.901 -0.011
80 Br 1.772 -3.563 -0.495
81 Br 2.584 -4.399 2.496
82 H 3.979 -3.502 0.643
83 C 3.082 -7.354 5.342
84 Br 2.256 -5.640 5.708
85 Br 4.261 -7.906 6.781
86 Br 1.764 -8.715 4.926
87 H 3.700 -7.227 4.455
88 C 6.995 -2.487 -9.349
89 Br 6.168 -0.766 -9.685
90 Br 5.714 -3.787 -8.696
91 Br 7.958 -3.140 -10.901
92 H 7.729 -2.339 -8.558
93 C 4.298 -5.068 9.883
94 Br 2.368 -5.173 10.039
95 Br 4.846 -3.671 8.656
96 Br 5.153 -4.883 11.616
97 H 4.635 -6.014 9.461
98 C -0.230 9.877 -5.327
99 Br -0.238 10.349 -7.209
100 Br -1.194 8.229 -4.991
101 Br 1.570 9.817 -4.608
102 H -0.757 10.668 -4.798
103 C -0.726 -5.314 -3.738
104 Br -1.289 -5.935 -1.989
105 Br -0.931 -3.394 -3.922
106 Br 1.077 -5.890 -4.162
107 H -1.388 -5.776 -4.467
108 C 3.498 3.957 6.495
109 Br 4.066 5.561 5.565
110 Br 2.851 2.603 5.268
111 Br 4.888 3.269 7.660
112 H 2.660 4.237 7.131
113 C 2.565 -10.558 9.482
114 Br 1.831 -11.657 10.902
115 Br 2.101 -11.239 7.727
116 Br 2.071 -8.693 9.686
117 H 3.650 -10.612 9.567
118 C 6.908 -8.753 12.563
119 Br 5.142 -9.034 11.814
120 Br 6.892 -8.845 14.500
121 Br 8.218 -9.959 11.795
122 H 7.210 -7.741 12.295

Here are the Mulliken charges for atoms 1 to 99, given in e: -0.595 0.094 -0.351 0.486 -0.599 -0.442 0.071 -1.164 0.158 -0.142 -0.289 -0.624 -0.228 -0.439 0.052 -0.570 0.048 1.002 -0.426 0.059 -0.214 -0.755 0.230 0.215 0.210 0.130 -0.032 0.283 0.210 0.117 0.197 0.278 0.446 -0.170 -0.159 0.423 0.230 0.217 0.448 0.086 0.267 0.072 0.243 -0.409 0.215 0.107 0.179 -0.461 0.037 -0.012 0.014 0.382 -0.362 0.036 -0.046 -0.021 0.371 -0.379 -0.025 -0.060 0.110 0.364 -0.294 -0.042 -0.029 -0.073 0.343 -0.113 -0.048 -0.034 -0.022 0.168 -0.311 -0.006 -0.033 0.071 0.267 -0.398 -0.102 0.178 0.026 0.367 -0.277 -0.003 -0.049 -0.011 0.340 -0.260 -0.005 0.040 -0.029 0.251 -0.039 -0.039 0.001 -0.057 0.098 -0.363 -0.041


Entry from OMol25: C27H40Br2GaN5O4Si as an isolated structure (the ωB97M-V functional and the def2-TZVPD basis).

Output
- Relative energy (zero: lowest compared OMol25 entry of this formula, charge and spin): 0.000 eV
- Charge: +2
- Orbital gap: 7.5 eV

Element x y z (Å)
1 Ga -0.178 -1.288 -0.650
2 N 3.396 -1.731 1.488
3 C 2.562 -1.414 0.523
4 N 1.365 -1.928 0.479
5 C 0.989 -2.957 1.365
6 N -0.155 -3.584 1.197
7 N -0.889 -3.006 0.211
8 C -1.867 -3.567 -0.351
9 C -2.502 -2.828 -1.449
10 C -3.736 -3.133 -1.905
11 C -4.292 -2.485 -3.007
12 C -3.556 -1.495 -3.585
13 C -2.253 -1.227 -3.149
14 N -1.808 -1.786 -1.994
15 C 1.889 -3.283 2.415
16 C 1.567 -4.104 3.501
17 C 2.521 -4.486 4.474
18 C 3.780 -3.848 4.477
19 C 4.083 -2.889 3.447
20 C 3.135 -2.665 2.448
21 H 4.315 -1.270 1.574
22 H 2.822 -0.663 -0.230
23 H -2.374 -4.424 -0.055
24 H -4.277 -3.954 -1.438
25 H -5.290 -2.740 -3.314
26 H -3.905 -1.032 -4.490
27 H -1.560 -0.598 -3.668
28 H 0.621 -4.589 3.513
29 H 2.249 -5.165 5.242
30 H 4.496 -4.049 5.283
31 H 4.993 -2.355 3.531
32 Br 2.916 -0.493 -3.908
33 C 1.667 -1.891 -4.243
34 Br 1.285 -2.990 -2.716
35 H 2.117 -2.544 -4.951
36 H 0.735 -1.405 -4.540
37 C -2.044 4.369 -1.581
38 C -1.144 3.217 -2.007
39 C -2.001 2.083 -2.642
40 C -0.046 3.577 -2.997
41 O -0.497 2.719 -0.818
42 Si 0.127 1.337 -0.311
43 O 0.528 0.203 -1.353
44 O 1.080 1.758 0.932
45 C 2.227 2.653 0.965
46 C 1.722 4.071 1.086
47 C 3.032 2.296 2.210
48 C 3.127 2.461 -0.241
49 O -1.040 0.206 0.447
50 C -2.128 0.384 1.506
51 C -1.653 -0.416 2.716
52 C -3.412 -0.213 0.895
53 C -2.188 1.887 1.782
54 H -2.520 4.854 -2.394
55 H -1.616 5.101 -0.903
56 H -2.856 3.878 -1.082
57 H -2.776 2.588 -3.293
58 H -2.506 1.595 -1.799
59 H -1.350 1.418 -3.213
60 H -0.433 3.978 -3.947
61 H 0.533 2.671 -3.111
62 H 0.616 4.365 -2.528
63 H 1.167 4.215 1.998
64 H 1.209 4.398 0.209
65 H 2.558 4.725 1.207
66 H 2.539 2.491 3.175
67 H 4.002 2.810 2.228
68 H 3.308 1.235 2.141
69 H 2.673 2.585 -1.192
70 H 3.571 1.387 -0.193
71 H 4.048 3.067 -0.192
72 H -1.605 -1.453 2.403
73 H -2.435 -0.359 3.515
74 H -0.709 -0.049 3.041
75 H -3.330 -1.316 0.907
76 H -3.602 0.180 -0.129
77 H -4.230 0.088 1.525
78 H -1.290 2.349 2.178
79 H -3.041 2.033 2.436
80 H -2.473 2.439 0.898

Atomic charges from the Mulliken analysis, expressed in e, are listed below: -1.194 0.198 -0.371 0.124 0.858 -1.593 1.248 -0.678 1.107 -0.834 -0.633 -1.050 -0.259 0.653 0.429 -0.561 -0.878 -0.383 -0.957 0.421 0.372 0.614 0.599 0.491 0.488 0.506 0.572 0.511 0.497 0.408 0.449 -0.071 -0.451 0.035 0.475 0.176 -1.791 1.539 -1.107 -1.388 -0.539 -1.593 0.482 -0.341 1.605 -1.798 -1.508 -1.157 2.399 1.356 -1.455 -1.220 -1.617 0.518 0.287 0.459 0.512 0.159 -0.026 0.431 0.196 0.301 0.366 0.195 0.570 0.336 0.399 0.154 0.154 0.157 0.559 0.259 0.445 0.272 0.224 0.125 0.561 0.286 0.566 0.351


Entry from OMol25: C27H40BrIN4O3RhS2Si as an isolated structure (the ωB97M-V functional and the def2-TZVPD basis).

Output
- Relative energy (zero: lowest compared OMol25 entry of this formula, charge and spin): 0.000 eV
- Charge: +1
- Multiplicity: 5
- Orbital gap (spin up / spin down): 6.2 / 5.7 eV

Element x y z (Å)
1 Rh 0.616 -0.090 -0.347
2 O -1.073 -4.176 3.210
3 C -0.630 -3.229 4.056
4 C -0.814 -3.489 5.414
5 C -0.383 -2.590 6.361
6 C 0.247 -1.394 5.988
7 C 0.423 -1.126 4.658
8 C -0.005 -2.027 3.660
9 C 0.188 -1.632 2.273
10 O 0.736 -0.583 1.945
11 N -0.333 -2.528 1.313
12 N -0.197 -2.117 0.089
13 C -0.805 -2.919 -0.800
14 S -0.704 -2.540 -2.462
15 C -2.058 -3.651 -2.925
16 C -1.987 -4.867 -2.025
17 S -1.744 -4.275 -0.330
18 H -0.898 -3.892 2.300
19 H -1.302 -4.414 5.690
20 H -0.540 -2.812 7.410
21 H 0.580 -0.690 6.739
22 H 0.882 -0.198 4.347
23 H -1.927 -3.909 -3.975
24 H -2.992 -3.105 -2.797
25 H -1.160 -5.524 -2.284
26 H -2.918 -5.430 -2.042
27 C 6.048 1.021 1.174
28 N 4.987 0.478 0.342
29 C 3.685 0.435 0.682
30 N 3.341 0.818 1.927
31 O 2.840 0.076 -0.174
32 H 6.996 0.861 0.669
33 H 6.103 0.500 2.132
34 H 5.925 2.092 1.354
35 H 5.163 0.302 -0.632
36 H 4.038 0.981 2.631
37 H 2.396 0.612 2.219
38 Br 0.032 2.321 -5.284
39 C 0.476 0.552 -5.763
40 C 0.116 0.116 -7.031
41 C 0.430 -1.171 -7.442
42 C 1.108 -2.031 -6.590
43 C 1.466 -1.601 -5.321
44 C 1.152 -0.311 -4.909
45 I 1.766 0.224 -2.982
46 H -0.408 0.793 -7.692
47 H 0.148 -1.496 -8.435
48 H 1.368 -3.032 -6.910
49 H 2.002 -2.262 -4.651
50 C -1.111 2.662 -1.799
51 Si -0.853 1.858 -0.124
52 C -0.010 3.165 0.963
53 C 0.107 2.731 2.433
54 C -0.742 4.511 0.887
55 C 1.406 3.350 0.386
56 C -2.581 1.246 0.419
57 C -3.021 0.181 -0.605
58 C -3.605 2.388 0.390
59 C -2.586 0.604 1.810
60 H -1.841 3.474 -1.728
61 H -1.470 1.945 -2.545
62 H -0.173 3.077 -2.181
63 H -0.838 2.869 2.965
64 H 0.858 3.344 2.950
65 H 0.395 1.681 2.540
66 H -1.727 4.473 1.357
67 H -0.867 4.860 -0.142
68 H -0.159 5.276 1.419
69 H 1.981 2.416 0.394
70 H 1.963 4.085 0.985
71 H 1.381 3.721 -0.643
72 H -3.073 0.587 -1.620
73 H -4.018 -0.203 -0.349
74 H -2.334 -0.672 -0.617
75 H -3.638 2.898 -0.575
76 H -3.411 3.133 1.164
77 H -4.608 1.980 0.578
78 H -1.912 -0.254 1.863
79 H -3.595 0.241 2.051
80 H -2.296 1.306 2.595

Atomic charges from the Mulliken analysis, expressed in e, are listed below: 0.233 -0.650 0.711 -0.714 -0.328 -0.884 -0.830 0.522 -0.142 0.530 -0.390 -0.061 -0.064 0.166 -0.708 -0.582 -0.047 0.626 0.452 0.391 0.453 0.264 0.420 0.345 0.327 0.410 -0.996 -0.222 0.147 -0.145 -0.496 0.329 0.286 0.339 0.282 0.256 -0.097 -0.120 0.175 -0.406 -0.555 -0.707 -0.502 0.232 0.264 0.405 0.391 0.407 0.457 -1.292 1.536 2.302 -1.897 -1.836 -1.936 2.189 -1.835 -1.802 -1.740 0.339 0.255 0.278 0.352 0.481 0.119 0.352 0.340 0.484 0.279 0.491 0.341 0.356 0.465 0.025 0.351 0.353 0.477 0.135 0.517 0.347